15
Properties=species:S:1:pos:R:3:forces:R:3:mulliken_charge:R:1 method="wB97M-V/def2-TZVPD" smiles="CC(=O)N(N)CO" homo_lumo_gap_ev=10.372 e_lumo_ha=0.03002 total_energy_ha=-379.0657 de_lowest_kcal_mol=47.24
C -0.76729 1.42647 0.51277 1.36 0.09 -0.41 -0.407
C 0.38586 -1.86629 -0.63106 0.13 0.06 -0.36 -1.154
C -0.23524 -0.51054 -0.82000 0.34 -0.34 -0.18 0.736
N 1.62936 0.40749 0.38206 0.04 0.32 1.48 -0.699
O -1.23623 -0.30928 -1.48993 -0.16 -0.18 0.26 -0.679
O -1.88736 0.73337 0.93022 0.03 -0.07 0.25 -0.512
N 0.30857 0.51567 -0.09562 -0.76 1.23 0.16 0.319
H -2.34414 0.40009 0.14871 0.01 0.00 -0.19 0.367
H 2.27514 1.17066 0.14577 -0.91 -0.07 -0.92 0.254
H 1.62121 0.51360 1.39816 -0.21 -0.62 0.01 0.242
H -0.30555 1.86166 1.40112 0.01 -0.01 -0.06 0.360
H -1.01526 2.23116 -0.19066 0.08 -0.25 -0.01 0.227
H 1.46674 -1.80728 -0.72455 -0.01 -0.15 0.06 0.368
H -0.03430 -2.56437 -1.34412 -0.03 -0.03 -0.13 0.337
H 0.13848 -2.20241 0.37712 0.08 0.03 0.05 0.242

15
Properties=species:S:1:pos:R:3:forces:R:3:mulliken_charge:R:1 method="wB97M-V/def2-TZVPD" smiles=N[C@@]1(O)NCCO1 homo_lumo_gap_ev=10.311 e_lumo_ha=0.03398 total_energy_ha=-379.1039 de_lowest_kcal_mol=23.26
N 1.61137 -0.23483 -1.10410 0.13 0.12 0.12 -0.657
C 0.38942 0.42062 -0.71535 0.03 -0.16 0.00 0.517
O 0.21088 1.45501 -1.61735 -0.22 0.07 -0.02 -0.575
N -0.72888 -0.51132 -0.69389 0.09 -0.08 -0.05 -0.426
C -1.27353 -0.56841 0.65983 -0.12 0.00 0.15 -0.374
C -0.15487 0.05354 1.49391 -0.10 -0.16 0.17 -0.344
O 0.43363 0.97592 0.59957 0.04 0.08 -0.05 -0.391
H 2.22377 0.45455 -1.52895 -0.05 -0.09 0.02 0.246
H 2.07808 -0.59248 -0.27572 -0.05 -0.01 -0.11 0.270
H -0.41949 -1.40779 -1.04657 -0.05 0.11 0.05 0.302
H -1.51818 -1.59355 0.95272 0.06 0.15 -0.04 0.298
H -2.18875 0.03214 0.73103 0.13 -0.07 0.00 0.227
H 0.57466 -0.70940 1.81417 -0.09 0.11 -0.06 0.239
H -0.49863 0.60023 2.37578 0.04 -0.09 -0.13 0.313
H -0.73949 1.62578 -1.64507 0.15 0.02 -0.06 0.357

15
Properties=species:S:1:pos:R:3:forces:R:3:mulliken_charge:R:1 method="wB97M-V/def2-TZVPD" smiles="NC(=O)NCCO" homo_lumo_gap_ev=10.305 e_lumo_ha=0.02391 total_energy_ha=-379.1057 de_lowest_kcal_mol=22.14
N 1.11554 -1.49431 -0.82557 0.09 -0.05 -0.51 -0.529
C 0.58030 -0.23085 -1.18870 0.12 -0.07 -0.33 0.602
O 1.26814 0.64811 -1.64612 -0.32 -0.31 0.16 -0.569
N -0.78109 -0.09507 -0.88162 0.10 -0.19 0.02 -0.379
C -1.05584 1.02193 0.02756 0.11 0.11 0.01 -0.611
C -0.36881 0.73378 1.38300 -0.28 0.12 0.18 -0.335
O 0.91641 0.17662 1.24420 0.12 -0.24 0.28 -0.543
H 2.09079 -1.57641 -1.08223 -0.14 -0.04 -0.19 0.217
H 0.57287 -2.32153 -1.03190 -0.02 0.10 -0.04 0.210
H -1.16341 -0.94513 -0.48173 0.07 0.00 -0.10 0.285
H -2.14279 1.12087 0.15281 0.29 -0.02 -0.01 0.327
H -0.68978 1.94082 -0.43581 0.08 -0.18 0.07 0.325
H -1.01911 0.07839 1.98463 0.06 0.04 -0.09 0.263
H -0.24012 1.66794 1.94090 -0.09 -0.14 -0.05 0.293
H 0.91690 -0.72516 0.84057 -0.19 0.88 0.60 0.444